# C3H9NOS2

The molecule C3H9NOS2 in a non-equilibrium geometry (ωB97M-V with the def2-TZVPD basis set, OMol25).

The expectation value of S² is 2.01. The relative energy (zero: lowest compared OMol25 entry of this formula, charge and spin) comes out at 3.5 kcal per mole. The HOMO energy (spin up / spin down) is -5.9 / -9.1 eV. As for the molecular weight: 139.25 g mol⁻¹. The total energy comes out at -1045.8923 Ha.

ORCA input file:
```
! wB97M-V def2-TZVPD RIJCOSX def2/J DEFGRID3
* xyz 0 3
C -1.808 -0.047 0.857
C 2.659 -0.674 -0.545
C -0.976 0.186 -0.375
N -0.249 2.377 0.965
O 0.998 1.778 -1.214
S 1.963 -0.063 1.003
S 0.360 1.363 0.019
H -1.172 -0.386 1.670
H -2.284 0.881 1.160
H -2.572 -0.798 0.669
H 2.292 -1.679 -0.741
H 3.741 -0.683 -0.447
H 2.363 0.015 -1.335
H -1.524 0.655 -1.188
H -0.481 -0.714 -0.732
H 0.234 3.254 1.027
*
```